[1]
Below is a structure of composition C47H40MnN4O5PS3 at a distorted geometry, with properties calculated with ωB97M-V/def2-TZVPD.

Computed properties:
Orbital gap (spin up / spin down) = 7.0 / 6.6 eV
Charge = -1
Multiplicity = 2
LUMO level (spin up / spin down) = 0.0831 / 0.0831 Eh
⟨S²⟩ = 1.1135

```
101
Properties=species:S:1:pos:R:3:mulliken_spin:R:1
Mn -0.7612 -0.3961 -1.4226 1.09
C -0.7143 -1.2671 5.4657 0.00
C 0.3027 -0.1984 5.1855 0.00
C 1.0292 0.3837 6.2125 0.00
C 1.9790 1.3659 5.9676 0.00
C 2.1904 1.7939 4.6676 0.00
C 1.4647 1.2447 3.6229 0.00
C 0.5342 0.2334 3.8679 0.00
N -0.2525 -0.3420 2.8617 0.00
C 0.0232 -0.5380 1.5154 0.05
N 1.3355 -0.5095 1.2080 -0.01
C 1.9955 -0.5112 -0.0572 -0.04
C 1.2648 -0.4579 -1.2418 0.01
C 2.0472 -0.4602 -2.4078 -0.04
C 3.4290 -0.5118 -2.3970 0.00
C 4.1047 -0.5588 -1.1835 0.00
C 3.3975 -0.5641 0.0094 0.00
C 4.1308 -0.6633 1.3198 0.00
N -0.9419 -0.7733 0.6708 -0.06
C -2.2434 -0.9723 1.2260 0.04
C -3.2332 -0.0162 1.0205 -0.01
C -4.5037 -0.1774 1.5466 0.00
C -4.8040 -1.3076 2.2888 0.00
C -3.8289 -2.2726 2.4816 0.00
C -2.5465 -2.1378 1.9586 -0.01
C -1.5543 -3.2476 2.1327 0.00
H -0.7189 -1.5221 6.5241 0.00
H -0.5063 -2.1716 4.8925 0.00
H -1.7262 -0.9495 5.2010 0.00
H 0.8522 0.0460 7.2263 0.00
H 2.5418 1.7943 6.7856 0.00
H 2.9089 2.5746 4.4570 0.00
H 1.5955 1.6248 2.6200 0.00
H -1.1825 -0.6285 3.1300 0.00
H 1.9433 -0.4523 2.0069 0.00
H 1.5409 -0.4181 -3.3696 0.00
H 3.9832 -0.5082 -3.3261 0.00
H 5.1867 -0.6113 -1.1548 0.00
H 5.2032 -0.7185 1.1464 0.00
H 3.8433 -1.5578 1.8776 0.00
H 3.9543 0.1995 1.9688 0.00
H -3.0113 0.8482 0.4064 -0.01
H -5.2568 0.5772 1.3621 0.00
H -5.7942 -1.4477 2.7006 0.00
H -4.0640 -3.1711 3.0376 0.00
H -1.9773 -4.0395 2.7501 0.00
H -0.6215 -2.9201 2.5921 0.00
H -1.2907 -3.6567 1.1645 0.00
O -1.2198 0.5257 -3.4969 0.01
S -2.6398 0.5771 -3.1064 0.00
O -3.6068 0.2241 -4.1039 0.00
O -2.7733 -0.1497 -1.8227 -0.01
C -2.9105 2.2979 -2.7065 -0.01
C -4.0605 2.9103 -3.1752 0.00
C -4.2753 4.2586 -2.9209 0.00
C -3.3326 4.9872 -2.2081 0.00
C -2.1882 4.3652 -1.7341 0.00
C -1.9559 3.0121 -1.9713 0.01
P -0.4842 2.1277 -1.2799 0.01
C 0.8730 2.7449 -2.3265 0.00
C 0.6503 3.1784 -3.6289 -0.01
C 1.7137 3.5775 -4.4251 0.00
C 3.0068 3.5486 -3.9254 0.00
C 3.2371 3.1010 -2.6326 0.00
C 2.1785 2.6905 -1.8417 0.00
C -0.2396 3.1094 0.2537 -0.01
C -0.8913 2.6639 1.4013 0.01
C -0.8145 3.3799 2.5868 0.00
C -0.0635 4.5443 2.6449 0.00
C 0.6049 4.9910 1.5112 0.00
C 0.5132 4.2840 0.3247 0.00
H -4.7626 2.3227 -3.7461 0.00
H -5.1749 4.7386 -3.2829 0.00
H -3.4878 6.0405 -2.0160 0.00
H -1.4715 4.9423 -1.1650 0.00
H -0.3530 3.1842 -4.0313 0.00
H 1.5288 3.9047 -5.4395 0.00
H 3.8364 3.8574 -4.5482 0.00
H 4.2463 3.0381 -2.2473 0.00
H 2.3738 2.2952 -0.8516 0.00
H -1.4678 1.7432 1.3685 -0.01
H -1.3230 3.0110 3.4672 0.00
H 0.0107 5.0976 3.5711 0.00
H 1.1976 5.8950 1.5504 0.00
H 1.0435 4.6390 -0.5489 0.00
O 2.3604 -5.3403 -0.0485 0.00
S 0.9886 -5.4424 -0.4744 0.00
O 0.0932 -6.1940 0.3688 0.00
N 0.3698 -3.9646 -0.7873 0.01
C 0.0693 -3.8052 -2.0484 0.02
S -0.5741 -2.4408 -2.7837 -0.03
C 0.3709 -5.0108 -2.9062 0.00
C 0.2072 -5.1759 -4.2733 0.00
C 0.5919 -6.3842 -4.8362 0.00
C 1.1331 -7.4038 -4.0527 0.00
C 1.3005 -7.2356 -2.6828 0.00
C 0.9059 -6.0293 -2.1428 0.00
H -0.2073 -4.3733 -4.8659 0.00
H 0.4742 -6.5378 -5.9013 0.00
H 1.4276 -8.3359 -4.5176 0.00
H 1.7224 -8.0151 -2.0637 0.00
```



[2]
Below is a structure of composition C13H26BiNO4P2 at a distorted geometry, with properties calculated with ωB97M-V/def2-TZVPD.

Computed properties:
Orbital gap = 7.0 eV
Charge = +2
LUMO level = -0.2768 Eh

```
47
Properties=species:S:1:pos:R:3:mulliken_charge:R:1
Bi -0.5315 0.1101 0.7680 1.23
P -2.2327 -0.6162 -1.1679 0.62
C -1.0851 -1.9953 -1.5752 -1.21
C 0.2711 -1.5144 -2.0225 0.78
N 0.8414 -0.5918 -1.2155 0.30
C 2.1059 -0.1890 -1.4395 0.42
C 2.8119 -0.6432 -2.5535 -0.77
C 2.2180 -1.5606 -3.4219 -0.54
C 0.9262 -2.0041 -3.1470 -0.92
C 2.7449 0.7764 -0.4598 -1.15
P 2.0011 0.7695 1.2172 0.66
H 0.3944 -2.7160 -3.7783 0.50
H 3.8281 -0.2781 -2.7002 0.50
H 2.7577 -1.9330 -4.2914 0.45
H 3.8156 0.5347 -0.3591 0.59
H 2.6697 1.8096 -0.8439 0.44
H -0.9125 -2.5692 -0.5717 0.15
H -1.5577 -2.6716 -2.2979 0.60
H -0.2181 -2.4128 2.1368 0.42
O -0.4801 -2.7577 1.1239 -0.70
H -1.1917 -3.4154 1.2208 0.26
H -0.2406 -0.6940 2.7768 0.25
O 0.1472 -1.5760 3.1673 -0.61
H -0.2623 -1.6483 4.0606 0.38
C 2.9796 -0.4419 2.1492 -1.29
H 4.0117 -0.0742 2.2463 0.47
H 2.5536 -0.5931 3.1523 0.37
H 2.9941 -1.4088 1.6250 0.38
C 2.2814 2.4104 1.9131 -1.25
H 1.6029 2.5636 2.7649 0.36
H 3.3205 2.5049 2.2600 0.43
H 2.0747 3.1797 1.1553 0.40
C -2.1686 0.6069 -2.4983 -1.18
H -2.8411 0.2924 -3.3081 0.44
H -2.5183 1.5685 -2.0930 0.38
H -1.1550 0.7402 -2.8944 0.36
C -3.9082 -1.2731 -1.1557 -1.22
H -4.5480 -0.5380 -0.6465 0.40
H -4.2629 -1.4106 -2.1873 0.43
H -3.9506 -2.2261 -0.6111 0.39
C -2.5368 3.6645 2.0865 -1.12
C -1.7425 2.4504 1.7282 0.99
O -1.6533 1.4892 2.5683 -0.69
O -1.1758 2.4041 0.5648 -0.71
H -1.9625 4.2761 2.7878 0.31
H -3.4619 3.3566 2.5760 0.36
H -2.7537 4.2447 1.1905 0.35
```



[3]
Below is a structure of composition C6H6N2O at a distorted geometry, with properties calculated with ωB97M-V/def2-TZVPD.

Computed properties:
ΔE to the lowest compared entry with this formula, charge and spin = 3.5793 eV
Orbital gap (spin up / spin down) = 7.3 / 7.3 eV
LUMO level (spin up / spin down) = -0.0422 / -0.0422 Eh

```
15
Properties=species:S:1:pos:R:3:mulliken_charge:R:1
C 1.3388 -1.0302 -0.1640 -0.58
C -0.5022 -2.4009 -0.2891 0.05
C 0.5928 -0.0027 0.3216 0.39
C -1.4620 -1.3398 0.1217 0.36
C 0.3431 1.3143 0.7191 0.17
C 0.2333 2.3862 -0.2936 -1.07
N 0.7355 -2.2691 -0.2324 -0.49
N -0.7413 -0.2486 0.5485 -0.30
O -2.6567 -1.4545 0.0949 -0.60
H 2.4300 -0.9902 -0.4258 0.30
H -0.9609 -3.3954 -0.4841 0.34
H 0.1236 1.4722 1.7057 0.41
H -0.6958 2.3134 -0.8535 0.32
H 1.0605 2.3485 -0.9965 0.36
H 0.1612 3.2967 0.2274 0.33
```